Density functional theory data (wB97M-V/def2-TZVPD) for 2 unconnected molecules or ions with the total composition C3H9NO at a distorted geometry.

## Properties
SMILES = C=O.CNC
LUMO energy = 0.8850 eV

Cartesian coordinates (Å):
1 O -2.75290 -1.34029 4.57053
2 C -2.87815 -2.49819 4.84367
3 H -3.21416 -3.29423 4.16837
4 H -2.67084 -2.86904 5.87132
5 C 0.47029 0.56466 -2.86660
6 N 1.70167 1.17245 -2.37859
7 C 1.79851 1.23887 -0.93101
8 H 0.15079 -0.39354 -2.43267
9 H -0.41684 1.14820 -2.63403
10 H 0.48846 0.31996 -3.93027
11 H 1.72615 2.10981 -2.75425
12 H 1.28199 2.04623 -0.37865
13 H 2.86699 1.42874 -0.76730
14 H 1.44804 0.36637 -0.38051



Density functional theory data (wB97M-V/def2-TZVPD) for 2 unconnected molecules or ions with the total composition C3H9NO at a distorted geometry.

## Properties
SMILES = C=CNC.O
LUMO energy = 0.6716 eV

Cartesian coordinates (Å):
1 C -3.63293 -0.47004 -0.33832
2 C -2.56440 0.06759 0.25610
3 N -1.48555 -0.56558 0.83925
4 C -0.26166 0.18216 1.06421
5 H -3.89581 -1.49401 -0.12863
6 H -4.10588 0.00143 -1.18473
7 H -2.47087 1.14687 0.15756
8 H -1.60408 -1.35382 1.45127
9 H 0.58473 -0.46720 0.82324
10 H -0.20444 1.05712 0.42581
11 H -0.14334 0.45117 2.11976
12 H 6.51598 0.81853 -0.82214
13 H 5.35796 0.11804 -1.27627
14 O 6.12668 0.55623 -1.66870



What did we get for energy above the lowest of the compared OMol25 structures with the same formula, charge and spin? Answer: 224.7; 198.2 kJ/mol, in the order shown.
What did we get for frontier orbital gap? Answer: 9.6459; 8.4957 eV, in the order shown.
What did we get for energy? Answer: -6792.7270; -6793.0012 eV, in the order shown.